# 1
Molecular formula: C11H44BCrO11S
Method: DFT, the ωB97M-V functional and the def2-TZVPD basis

XYZ file:
```
69
Properties=species:S:1:pos:R:3:forces:R:3:mulliken_charge:R:1
Cr 2.40758 0.81998 1.31666 -0.85 0.33 -0.52 0.146
B 0.97378 -0.43692 0.07899 -0.12 -0.70 -0.50 2.454
H 0.08737 -0.92043 -0.47840 -0.89 -0.42 -0.60 -0.762
H 2.03115 -0.80692 -0.23548 0.95 -0.81 -0.62 -0.238
H 0.96550 0.69471 -0.10452 -0.41 1.88 -0.57 -0.614
H 0.87816 -0.62491 1.20480 -0.56 -0.44 1.60 -0.120
O -6.49988 -1.39092 1.69242 0.29 -0.05 -0.39 -0.605
S -6.03671 -0.82649 0.46668 0.35 0.42 -0.95 1.176
O -5.84821 0.60202 0.34304 0.00 -0.75 0.12 -0.632
O -4.62302 -1.55128 0.11602 -1.20 0.27 0.83 -0.274
C -3.93482 -1.16806 -1.08489 -0.14 -0.58 -0.17 -0.148
C -2.71384 -2.05588 -1.18698 0.48 0.26 -0.49 -1.133
C -7.06612 -1.35111 -0.93357 0.58 0.01 0.86 -0.976
H -3.70522 -0.10134 -1.05951 0.10 -0.07 0.08 0.290
H -4.60324 -1.36545 -1.92824 0.13 0.14 -0.07 0.309
H -2.90823 -3.11580 -1.34379 -0.46 0.07 0.14 0.389
H -2.05943 -1.98402 -0.32032 -0.10 0.17 0.05 0.198
H -2.15590 -1.73427 -2.07260 0.14 0.05 0.12 0.345
H -8.10623 -1.15235 -0.69325 0.03 0.14 0.09 0.385
H -6.91203 -2.41970 -1.06428 -0.01 0.02 -0.10 0.333
H -6.73124 -0.76432 -1.78187 -0.14 -0.08 -0.13 0.345
C 0.51379 2.60740 -3.09875 0.78 0.42 0.36 -0.403
O 1.43639 3.37574 -2.26723 -0.53 -0.45 0.01 -0.554
H 1.10557 2.19787 -3.91673 -0.45 -0.09 -0.21 0.255
H 0.12273 1.79076 -2.49798 0.00 0.05 0.01 0.051
H -0.29013 3.26657 -3.42151 -0.06 -0.21 -0.22 0.339
H 1.75014 4.10351 -2.81072 0.11 0.08 0.17 0.286
C -2.00327 2.17090 1.26063 -0.57 0.02 0.01 -0.149
O -1.46339 2.98717 2.31126 0.59 -0.39 -0.27 -0.630
H -2.88462 1.64685 1.63524 -0.03 -0.03 -0.24 0.292
H -2.26133 2.76185 0.37949 -0.05 0.03 0.08 0.359
H -1.26539 1.43010 0.94868 0.12 0.07 0.18 -0.281
H -2.03593 3.74083 2.47099 -0.09 -0.05 0.07 0.322
C 3.91230 0.42621 -1.60946 0.04 -0.71 -1.44 -0.518
O 3.94189 0.68841 -0.19619 0.77 -0.01 0.13 -0.249
H 3.84696 -0.64017 -1.84456 -0.37 -0.01 0.50 0.255
H 3.10121 0.92755 -2.12916 -0.15 0.19 0.46 0.079
H 4.85180 0.71066 -2.09049 -0.03 0.50 0.40 0.394
H 4.87767 0.55303 0.00255 -0.24 0.19 0.57 0.241
C 1.02192 1.30764 4.10139 0.47 0.07 0.24 -0.767
O 0.84542 1.34179 2.67269 0.37 -0.05 0.60 0.109
H 0.10017 1.05544 4.61932 -0.10 -0.03 -0.17 0.261
H 1.77535 0.55492 4.33000 -0.08 -0.08 -0.07 0.252
H 1.39382 2.26761 4.46280 -0.11 0.05 -0.02 0.301
H 0.02408 1.84254 2.50842 0.19 0.19 -0.29 0.218
C 1.08287 -4.11286 0.85529 -0.32 0.60 -0.58 -0.417
O 0.11860 -3.55035 -0.01680 -0.14 -0.28 -0.25 -0.591
H 0.85138 -5.16834 0.96651 -0.13 0.03 0.22 0.327
H 2.08789 -4.05399 0.42381 0.11 0.14 0.19 0.199
H 1.00807 -3.58441 1.81264 0.32 -0.33 0.27 0.085
H 0.26730 -2.60108 -0.14210 0.18 -0.27 0.18 0.126
C 4.18654 -1.73724 2.16902 1.06 0.13 -0.41 -0.833
O 2.87399 -1.20307 2.27546 0.48 0.50 0.57 -0.027
H 4.34670 -2.18835 1.18344 -0.18 -0.16 0.18 0.305
H 4.90710 -0.91600 2.24636 -0.23 0.04 0.10 0.263
H 4.45104 -2.43687 2.96259 -0.34 -0.05 -0.04 0.338
H 2.26293 -1.92603 2.46917 -0.27 0.30 -0.31 0.180
C 1.19688 -2.04971 -3.30386 0.01 -0.29 -0.10 -0.535
O 0.64920 -0.77909 -3.04328 -0.12 0.67 -0.20 -0.554
H 1.20311 -2.18550 -4.38635 0.07 0.11 0.04 0.329
H 2.22827 -2.12937 -2.94126 -0.06 -0.12 0.02 0.112
H 0.59247 -2.86665 -2.89500 0.10 0.09 0.21 0.223
H 0.70466 -0.55088 -2.10465 0.01 -0.49 -0.14 -0.018
C 1.47924 3.98946 1.05647 0.46 0.60 0.56 -0.736
O 1.96534 2.81402 0.39783 -0.34 -0.22 0.34 -0.074
H 1.76372 3.94711 2.10838 0.07 -0.10 -0.09 0.279
H 1.95758 4.86853 0.61881 -0.08 -0.05 -0.01 0.313
H 0.39738 4.10890 1.03078 -0.01 -0.30 -0.25 0.256
H 1.56118 2.85008 -0.49483 0.57 -0.19 -0.17 0.119
```
Positions in Å, forces in eV/Å.

- HOMO energy (alpha / beta) (eV) = -12.14 / -12.21
- LUMO energy (alpha / beta) (Eh) = -0.1118 / -0.1211
- total charge = +1
- 2S+1 = 5

***

# 2
Molecular formula: C20H21F3N4O
Method: DFT, the ωB97M-V functional and the def2-TZVPD basis

XYZ file:
```
49
Properties=species:S:1:pos:R:3:forces:R:3:mulliken_charge:R:1
O 1.80857 4.48708 0.55535 -0.86 -0.68 1.71 -0.646
F -0.19694 -3.10358 -2.22932 -0.04 -0.25 0.57 -0.273
F -0.07495 -4.34894 -0.39200 0.07 1.31 -0.31 -0.278
F 1.18257 -4.77314 -2.03199 0.18 0.80 -0.13 -0.289
N 2.45157 -3.17608 0.15939 -0.27 0.25 -0.22 -0.618
N -1.89517 0.00092 1.21377 -2.52 -1.96 0.08 -0.648
C 1.23151 3.48104 0.15843 2.22 0.40 -1.09 0.242
C 3.35066 -2.29766 0.59808 -0.59 2.04 -2.29 -0.583
C -2.63664 -0.30584 2.30585 -2.03 -0.25 -0.11 0.238
C 1.70343 -2.76574 -0.86113 -0.04 2.64 -1.24 -0.517
C -1.03382 0.91970 1.34472 1.75 2.79 0.44 0.265
C 3.60026 -1.02799 -0.06026 0.23 -2.25 3.56 -0.545
C 1.79370 -1.47658 -1.54350 0.92 -1.35 1.43 -0.085
C -2.44244 0.30735 3.54530 0.68 -0.34 -1.22 -0.725
C 2.83254 -0.57236 -1.11726 -0.78 -1.81 0.15 0.947
C -1.44693 1.28643 3.68721 -0.31 -0.70 1.21 0.769
C -0.74649 1.59866 2.57018 1.22 0.42 -1.56 0.185
N 0.65395 2.45242 0.90934 -0.52 1.47 -1.72 0.453
N 3.06876 0.62757 -1.64560 1.72 0.85 1.20 0.130
C -4.00222 -1.08887 2.10406 2.67 -1.39 -1.14 -1.361
C -1.19218 1.88372 5.04229 -1.50 2.71 0.74 -1.390
C 0.63596 -3.71024 -1.36068 0.04 -1.98 -0.18 0.908
C -0.35582 1.58942 0.13825 1.70 -1.30 1.85 -0.056
C 0.35252 2.64048 2.39650 0.49 -0.13 -0.82 -0.818
C 1.42070 3.36374 -1.39653 -1.36 0.10 -0.33 -1.183
C 2.42302 1.28342 -2.70623 -1.63 0.07 -0.51 -0.891
C 3.52453 1.89356 -0.99527 1.50 -0.12 -0.83 -0.878
C 2.67519 2.65785 -2.01776 -1.91 -0.39 0.75 0.214
H 3.86904 -2.55149 1.49773 0.45 -0.12 0.29 0.451
H 4.28182 -0.43850 0.57103 -0.10 0.26 -1.06 0.326
H 1.09225 -1.18725 -2.32249 0.22 -0.35 0.18 0.538
H -3.02465 -0.00251 4.38509 -0.42 0.00 0.37 0.491
H -4.28383 -1.38003 1.07843 0.64 0.68 0.13 0.325
H -4.09228 -2.03758 2.61417 0.63 -0.37 0.51 0.361
H -4.76928 -0.54332 2.50778 -1.85 1.77 0.86 0.415
H -2.13062 1.88120 5.67892 0.96 -0.33 -0.78 0.372
H -0.42229 1.43189 5.63312 0.56 -0.56 0.05 0.329
H -0.94602 3.01232 5.02579 -0.15 -1.69 -0.37 0.310
H 0.12759 0.82232 -0.56838 -0.45 1.17 1.18 -0.032
H -1.05824 2.18600 -0.42141 -0.32 0.22 -0.11 0.345
H 0.03258 3.69505 2.69013 0.41 -1.24 -0.69 0.325
H 1.32936 2.41045 2.92055 -1.26 0.22 -0.26 0.237
H 0.53363 2.88008 -1.75473 -0.42 -0.64 -0.65 0.425
H 1.26739 4.40013 -1.79094 0.63 -0.74 0.59 0.407
H 2.98915 1.24768 -3.63635 -0.21 -0.34 -0.30 0.303
H 1.40267 0.83905 -2.80747 0.37 1.03 -0.47 0.250
H 3.25821 2.01564 0.02965 -0.57 -0.14 0.80 0.402
H 4.61407 2.16612 -1.03001 -0.72 -0.77 -0.30 0.274
H 3.17327 3.25607 -2.74210 0.57 0.99 0.03 0.578
```
Positions in Å, forces in eV/Å.

- relative energy (zero: lowest compared OMol25 entry of this formula, charge and spin) (eV) = 1.872
- HOMO energy (eV) = -8.52
- LUMO energy (Eh) = 0.0194
- total charge = 0